{
  "formula": "C2H5N6",
  "method": "the ωB97M-V functional and the def2-TZVPD basis",
  "charge": -1,
  "homo_lumo_gap_ev": 7.88,
  "lumo_ha": 0.1528,
  "symbols": ["C", "C", "N", "N", "N", "N", "N", "N", "H", "H", "H", "H", "H"],
  "positions_angstrom": [[-0.862874, -0.556815, -0.282209], [1.469357, 0.710014, 0.398319], [-2.217384, 0.040585, -1.786531], [-1.256396, -0.895728, -1.552685], [-1.456715, 0.549024, 0.209491], [-2.338009, 0.840130, -0.774318], [0.130235, -1.213144, 0.388898], [0.998653, -0.435035, 1.212438], [1.972871, 0.287167, -0.466232], [0.613062, 1.319397, -0.143320], [2.014723, 1.295234, 1.055772], [0.514609, -1.809437, -0.241850], [0.417868, -0.131392, 1.982228]],
  "forces_ev_per_angstrom": [[-1.19, 1.40, -1.41], [-2.92, -0.39, -1.65], [0.03, -0.26, 0.24], [0.08, 1.08, 2.27], [-0.31, -1.82, -1.02], [-0.22, 0.70, -0.42], [-1.44, 0.74, 2.71], [-0.08, -0.09, -1.73], [0.85, 0.03, 0.27], [1.46, -0.95, 1.62], [1.51, 1.46, 0.74], [2.32, -2.12, -1.56], [-0.08, 0.23, -0.06]],
  "lowdin_charge": [-0.584, -0.148, -0.188, -0.032, -0.040, -0.186, -0.045, -0.104, 0.064, 0.094, 0.030, 0.057, 0.081]
}